# 1
{
  "formula": "C14H21BBaF4NO8",
  "method": "wB97M-V/def2-TZVPD",
  "charge": -1,
  "homo_lumo_gap_ha": 0.2160,
  "mol_weight_g_mol": 555.45,
  "lumo_energy_ev": 1.00,
  "symbols": ["N", "H", "O", "H", "O", "H", "O", "H", "H", "H", "C", "B", "H", "O", "C", "O", "C", "H", "H", "F", "H", "H", "H", "C", "Ba", "F", "C", "H", "C", "C", "C", "H", "C", "C", "F", "H", "H", "O", "H", "C", "H", "H", "O", "C", "H", "H", "O", "C", "C", "F"],
  "xyz": [[-2.0146, 2.8552, -0.3130], [0.9888, -3.2036, -2.6015], [-0.7979, -1.1266, 1.4006], [-2.9792, 0.5142, 0.5610], [0.4905, -1.3326, -1.7641], [2.6015, -3.6917, -0.8775], [0.2386, 0.0519, 2.9496], [-6.4504, 3.6060, -1.1911], [5.7235, 0.2254, 2.8724], [-1.3289, -0.4106, -1.6485], [-0.8337, -1.2310, -2.1924], [2.0793, 1.4766, -2.9291], [0.2804, -3.1591, -0.9306], [-1.2126, 1.9833, -0.0217], [2.3369, -2.6373, -1.0178], [-1.7395, 3.9976, -0.5915], [-6.0402, 1.6605, -0.3345], [2.9245, -1.8290, 2.1070], [5.7503, -0.8142, 1.4561], [0.8700, 1.7929, -2.1713], [6.4886, 0.7728, 1.3898], [-0.9497, -0.9219, -3.2344], [-4.1106, 4.3116, -1.1040], [-5.0630, 0.8038, 0.1579], [0.9739, 0.4899, 0.1533], [2.6693, 0.3317, -2.3550], [-0.7127, -0.6765, 2.5920], [-1.4143, -0.9825, 4.6205], [-3.4217, 2.4414, -0.3063], [-3.7280, 1.1742, 0.1383], [4.3301, 0.7844, 1.2358], [-1.4408, -2.1027, -1.9358], [-5.7101, 2.9238, -0.7985], [0.9524, -2.6693, -1.6490], [1.6177, 1.1524, -4.2290], [-2.6698, -0.5320, 3.4760], [-7.0661, 1.3148, -0.3722], [3.2319, 0.6872, 1.8544], [4.1835, -2.1159, 0.9045], [3.1639, -2.3758, 1.1994], [3.0029, -2.1153, -1.7134], [-2.0165, -2.1693, 3.4512], [4.4414, 1.3513, 0.1284], [-1.7559, -1.1215, 3.5956], [3.0733, -3.4572, 1.3437], [-5.3787, -0.1945, 0.4296], [2.2532, -1.9422, 0.2032], [-4.3862, 3.3225, -0.7665], [5.6348, 0.2244, 1.7816], [2.9200, 2.5622, -2.9532]],
  "atomic_forces_ev_per_a": [[-0.1, 0.1, 0.0], [-0.1, 0.1, -0.1], [-0.9, 0.1, -0.1], [0.2, 0.0, -0.3], [0.2, -0.5, -0.5], [0.4, 0.1, 0.1], [-0.6, 0.2, 0.1], [-0.1, -0.1, 0.0], [-0.3, 0.0, 0.0], [0.3, 0.0, 0.1], [-1.2, 1.0, 0.3], [-0.4, -0.3, -1.0], [0.0, -0.3, -0.3], [-0.1, 0.5, 0.0], [-0.6, 0.1, -0.7], [0.0, -0.2, 0.1], [-0.2, -0.1, 0.0], [0.0, 0.0, 0.0], [0.0, 0.1, 0.0], [0.2, 0.0, 0.3], [-0.1, 0.1, -0.2], [0.4, -0.5, -0.2], [0.2, -0.1, 0.0], [-0.4, -0.1, -0.7], [1.7, 0.1, 1.0], [-0.1, 0.3, 0.3], [1.2, -0.2, -0.6], [0.1, 0.1, -0.1], [-0.2, 0.2, -0.2], [-0.2, -0.3, 0.7], [-0.2, 1.2, -1.2], [0.2, -0.2, -0.2], [0.2, 0.0, 0.1], [0.1, 0.3, 1.1], [0.2, 0.0, 0.2], [0.0, 0.0, -0.1], [0.0, 0.1, 0.0], [-0.1, -0.7, 0.5], [0.0, -0.1, 0.0], [0.1, 0.2, -0.1], [0.3, -0.2, 0.2], [0.0, 0.0, -0.1], [0.0, -0.2, 0.0], [-0.3, 0.0, 0.3], [0.0, 0.0, 0.1], [0.3, 0.0, 0.3], [-0.2, -0.3, 0.0], [0.1, 0.3, -0.1], [0.4, -0.4, 0.7], [-0.1, 0.0, 0.1]]
}


# 2
{
  "formula": "C14H21BCl20N4O6S",
  "method": "wB97M-V/def2-TZVPD",
  "charge": 0,
  "homo_lumo_gap_ha": 0.3314,
  "mol_weight_g_mol": 1093.28,
  "smiles": "CCB(O)[C@@]1(ON=O)CS(=O)(=O)OC[C@@]1(C)CC(N)(N)N.ClC(Cl)(Cl)Cl.ClC(Cl)(Cl)Cl.ClC(Cl)(Cl)Cl.ClC(Cl)(Cl)Cl.ClC(Cl)(Cl)Cl",
  "lumo_energy_ev": -0.18,
  "symbols": ["H", "H", "Cl", "Cl", "O", "H", "H", "Cl", "H", "N", "C", "S", "O", "C", "H", "H", "C", "Cl", "H", "B", "H", "C", "H", "H", "N", "C", "Cl", "Cl", "C", "H", "Cl", "Cl", "C", "C", "H", "C", "O", "C", "Cl", "H", "Cl", "N", "H", "H", "H", "N", "Cl", "Cl", "Cl", "C", "H", "Cl", "C", "O", "C", "O", "Cl", "Cl", "C", "H", "O", "H", "Cl", "H", "Cl", "Cl", "Cl"],
  "xyz": [[1.1397, -0.2752, -3.4143], [2.6099, 2.3574, -1.8361], [4.3122, 7.7075, -0.0437], [-3.5704, 1.6998, -0.5673], [2.3710, 1.0410, 0.5912], [0.5838, -2.3120, 1.2751], [3.2736, -5.1000, -0.5296], [2.5351, 5.4358, 0.0520], [4.3402, -1.9692, 0.4537], [3.8405, -4.3277, -0.2086], [1.1362, -2.4608, 0.3511], [-0.8039, -1.1489, -0.4017], [1.4864, -0.6754, -2.6019], [-5.7476, -2.2101, 5.0533], [-0.1414, 1.0284, -0.1680], [4.8556, -2.4707, -2.6220], [-4.7284, 0.7696, 0.3932], [-7.3176, -3.0011, 5.2600], [-0.2579, 1.9164, -2.7865], [1.6931, 0.2963, -1.7170], [4.0064, -1.0894, -0.9677], [-1.5723, 1.5493, -6.0554], [2.0781, 1.6858, -3.3433], [2.6806, -2.2529, 2.2777], [5.0001, -3.1437, -1.8692], [1.8186, 1.7713, -2.2917], [4.2569, 6.0171, 2.2932], [-5.6981, -0.7342, 6.0230], [4.1231, 6.0485, 0.5329], [1.4831, -3.4804, 0.3834], [-7.8871, 2.7742, 6.1318], [-3.1015, 0.6842, -5.9233], [3.7041, -3.1849, -1.1217], [3.5995, -1.8577, -0.3317], [3.5679, -4.0786, 0.7330], [-9.2649, 1.7726, 5.6563], [-1.3133, -0.6750, -1.6363], [2.5754, -1.2672, 1.8311], [-1.2746, 1.9770, -7.7407], [5.6950, -2.7014, -1.2750], [-0.2590, 0.5078, -5.4751], [2.7136, -3.3641, -2.1514], [1.9879, -4.0146, -1.8921], [0.1527, 2.7890, -1.2610], [3.5190, -0.7679, 1.9853], [3.6784, 1.2425, 0.1603], [-4.2385, 0.7865, 2.0899], [-5.5140, -1.7903, 3.3581], [-10.4023, 1.6609, 7.0035], [0.2489, 0.1285, 0.2864], [0.1378, 0.2382, 1.3563], [-6.3347, 1.4933, 0.2398], [0.4677, 2.5235, -2.2604], [4.1372, 2.2238, 0.6103], [2.2525, -1.4313, 0.3186], [0.1761, -2.3521, -0.7309], [-10.0701, 2.5049, 4.2645], [-8.6925, 0.1603, 5.2318], [1.7261, -0.0102, -0.1468], [1.7932, -0.7486, 2.3701], [-1.8117, -1.5042, 0.5295], [0.6004, 3.4130, -2.8612], [-1.6356, 3.0136, -5.0699], [3.1396, -3.6442, -3.0215], [-4.7710, -0.8949, -0.1813], [-4.4668, -3.3078, 5.5800], [5.3779, 5.0291, -0.1718]],
  "atomic_forces_ev_per_a": [[0.3, -0.4, 0.0], [0.0, 0.2, 0.2], [0.0, 0.0, 0.0], [0.0, 0.0, 0.0], [0.0, 0.5, 0.1], [-0.2, -0.1, 0.2], [0.1, -0.2, 0.1], [0.0, 0.0, 0.0], [0.2, 0.0, 0.3], [-0.5, 0.5, 0.2], [-0.5, 0.1, -0.1], [-1.0, 0.5, -0.8], [-0.6, -0.6, -0.4], [0.0, 0.0, -0.1], [-0.4, 0.2, 0.0], [0.2, 0.0, 0.0], [0.0, 0.0, 0.0], [0.0, 0.0, 0.0], [-0.5, -0.1, 0.3], [0.9, 1.3, 0.0], [-0.2, 0.4, -0.3], [-0.1, 0.1, 0.1], [0.2, -0.1, -0.3], [0.0, -0.3, 0.1], [-0.6, 0.5, -0.1], [-0.4, -0.2, 0.4], [0.0, 0.0, 0.0], [0.3, -0.1, 0.1], [0.0, 0.0, 0.0], [0.2, -0.2, -0.3], [0.0, 0.0, 0.0], [0.0, 0.0, 0.0], [1.6, -0.3, -0.5], [-0.6, -0.8, -0.2], [0.0, -0.2, 0.0], [0.0, 0.0, 0.0], [0.3, 0.3, -1.2], [0.1, -0.4, -0.2], [0.0, 0.0, 0.0], [0.1, -0.3, 0.1], [0.0, -0.1, -0.1], [-0.3, 0.1, 0.2], [-0.1, 0.1, -0.1], [-0.2, 0.1, 0.2], [0.2, 0.3, 0.1], [0.3, 0.4, -0.3], [0.1, 0.3, -0.1], [-0.1, -0.3, 0.2], [0.0, 0.0, 0.0], [0.5, 0.0, -0.4], [-0.1, -0.4, 0.3], [0.0, 0.0, 0.0], [0.9, -0.2, -0.5], [-0.3, -0.6, 0.1], [0.9, 0.9, 1.1], [0.1, 0.5, 0.6], [0.0, 0.0, 0.0], [-0.3, 0.1, -0.1], [-0.2, -1.6, -0.3], [-0.1, 0.2, 0.1], [0.2, -0.6, 1.4], [-0.2, 0.5, 0.1], [0.0, 0.0, -0.1], [0.0, -0.2, 0.0], [-0.1, 0.0, 0.0], [0.0, 0.0, 0.0], [0.0, 0.1, 0.0]]
}


# 3
{
  "formula": "C14H21CsO3SbSe4",
  "method": "wB97M-V/def2-TZVPD",
  "charge": -1,
  "homo_lumo_gap_ha": 0.2012,
  "mol_weight_g_mol": 807.82,
  "de_lowest_kj_mol": 81.37,
  "lumo_energy_ev": 1.71,
  "symbols": ["Cs", "H", "C", "O", "Sb", "H", "C", "C", "H", "H", "C", "H", "H", "C", "H", "H", "C", "H", "H", "O", "H", "C", "C", "C", "Se", "Se", "H", "C", "H", "Se", "C", "H", "H", "H", "C", "H", "C", "H", "C", "H", "H", "Se", "O", "H"],
  "xyz": [[-1.1742, -0.3469, 0.3270], [2.5949, 2.9930, 0.2511], [1.6826, 0.7690, 2.6505], [-0.8379, -2.3299, -1.2969], [-3.5330, 1.1727, 2.3699], [1.0182, 1.2925, -2.1373], [-2.0718, -1.9524, -3.2808], [3.0580, 0.9159, -1.4663], [1.7471, 2.9076, 2.5571], [2.0953, 0.7180, -3.4178], [-1.8693, -2.5345, -1.9103], [-2.6737, -3.8530, -0.4277], [-4.3579, 1.2681, -1.6621], [1.9455, 1.9858, 2.0222], [3.3855, 1.9410, -1.6696], [1.6607, -1.3426, 2.3738], [2.4188, 2.0304, 0.7207], [4.5419, 0.1111, -2.8286], [-3.7209, -2.5015, -0.9223], [-2.8144, 1.4705, -0.3448], [0.0914, 1.0502, 4.0848], [-3.7829, 0.7907, -0.8487], [1.8506, 0.6210, -2.3568], [1.9212, -0.3898, 1.9234], [-1.8427, 2.9201, 2.5318], [-2.8509, -0.9631, 3.0941], [1.4966, -0.4018, -2.1907], [2.4026, -0.3494, 0.6208], [3.9257, -1.0659, -1.6760], [-5.7738, 1.7518, 2.3135], [1.1255, 0.7037, 4.0389], [-3.5256, -3.8848, -2.0105], [1.6886, 1.3380, 4.7259], [1.1489, -0.3188, 4.4193], [2.6530, 0.8661, -0.0069], [-2.9398, -1.2883, -3.2736], [4.2185, -0.0198, -1.7934], [2.5123, -1.2808, 0.0752], [-3.0142, -3.2625, -1.2738], [-2.2936, -2.7564, -3.9873], [-1.1824, -1.4105, -3.5917], [-1.9438, 2.8384, 4.8985], [-4.0515, -0.3620, -0.4883], [5.0710, 0.1594, -1.1365]],
  "atomic_forces_ev_per_a": [[1.9, 0.1, 0.9], [0.0, 0.0, 0.0], [0.0, 0.0, 0.0], [0.2, -1.1, -1.0], [-0.3, 0.1, 0.4], [0.0, 0.0, 0.0], [-0.1, -0.2, -0.1], [0.0, 0.2, 0.1], [0.0, 0.0, 0.0], [0.0, 0.0, 0.0], [-0.1, 0.0, 0.2], [0.0, 0.0, 0.0], [0.0, 0.0, 0.0], [0.0, 0.0, 0.1], [0.0, 0.0, 0.0], [0.1, 0.0, 0.0], [0.0, 0.0, 0.0], [0.0, 0.0, 0.0], [0.0, 0.0, 0.0], [-1.9, 0.9, -0.4], [0.0, 0.0, -0.1], [1.0, 0.3, 0.5], [-0.1, -0.1, -0.1], [-0.1, -0.1, 0.0], [0.6, 0.5, 0.1], [0.0, -0.6, 0.5], [0.0, 0.0, 0.0], [-0.2, 0.0, 0.0], [0.0, 0.0, 0.0], [-0.7, 0.2, -0.1], [0.0, -0.1, 0.2], [-0.1, 0.0, 0.1], [0.0, 0.0, 0.0], [0.0, 0.0, 0.0], [-0.1, -0.2, 0.0], [0.0, 0.0, 0.1], [0.0, -0.1, 0.0], [0.1, 0.0, 0.0], [0.0, -0.1, -0.3], [0.0, 0.1, 0.0], [0.0, 0.0, 0.0], [-0.1, 0.0, -0.4], [-0.4, -0.2, -0.4], [0.0, 0.0, 0.0]]
}


Question: What is the formula in the second record?
Answer: C14H21BCl20N4O6S


Repeat the third record exactly.
{
  "formula": "C14H21CsO3SbSe4",
  "method": "wB97M-V/def2-TZVPD",
  "charge": -1,
  "homo_lumo_gap_ha": 0.2012,
  "mol_weight_g_mol": 807.82,
  "de_lowest_kj_mol": 81.37,
  "lumo_energy_ev": 1.71,
  "symbols": ["Cs", "H", "C", "O", "Sb", "H", "C", "C", "H", "H", "C", "H", "H", "C", "H", "H", "C", "H", "H", "O", "H", "C", "C", "C", "Se", "Se", "H", "C", "H", "Se", "C", "H", "H", "H", "C", "H", "C", "H", "C", "H", "H", "Se", "O", "H"],
  "xyz": [[-1.1742, -0.3469, 0.3270], [2.5949, 2.9930, 0.2511], [1.6826, 0.7690, 2.6505], [-0.8379, -2.3299, -1.2969], [-3.5330, 1.1727, 2.3699], [1.0182, 1.2925, -2.1373], [-2.0718, -1.9524, -3.2808], [3.0580, 0.9159, -1.4663], [1.7471, 2.9076, 2.5571], [2.0953, 0.7180, -3.4178], [-1.8693, -2.5345, -1.9103], [-2.6737, -3.8530, -0.4277], [-4.3579, 1.2681, -1.6621], [1.9455, 1.9858, 2.0222], [3.3855, 1.9410, -1.6696], [1.6607, -1.3426, 2.3738], [2.4188, 2.0304, 0.7207], [4.5419, 0.1111, -2.8286], [-3.7209, -2.5015, -0.9223], [-2.8144, 1.4705, -0.3448], [0.0914, 1.0502, 4.0848], [-3.7829, 0.7907, -0.8487], [1.8506, 0.6210, -2.3568], [1.9212, -0.3898, 1.9234], [-1.8427, 2.9201, 2.5318], [-2.8509, -0.9631, 3.0941], [1.4966, -0.4018, -2.1907], [2.4026, -0.3494, 0.6208], [3.9257, -1.0659, -1.6760], [-5.7738, 1.7518, 2.3135], [1.1255, 0.7037, 4.0389], [-3.5256, -3.8848, -2.0105], [1.6886, 1.3380, 4.7259], [1.1489, -0.3188, 4.4193], [2.6530, 0.8661, -0.0069], [-2.9398, -1.2883, -3.2736], [4.2185, -0.0198, -1.7934], [2.5123, -1.2808, 0.0752], [-3.0142, -3.2625, -1.2738], [-2.2936, -2.7564, -3.9873], [-1.1824, -1.4105, -3.5917], [-1.9438, 2.8384, 4.8985], [-4.0515, -0.3620, -0.4883], [5.0710, 0.1594, -1.1365]],
  "atomic_forces_ev_per_a": [[1.9, 0.1, 0.9], [0.0, 0.0, 0.0], [0.0, 0.0, 0.0], [0.2, -1.1, -1.0], [-0.3, 0.1, 0.4], [0.0, 0.0, 0.0], [-0.1, -0.2, -0.1], [0.0, 0.2, 0.1], [0.0, 0.0, 0.0], [0.0, 0.0, 0.0], [-0.1, 0.0, 0.2], [0.0, 0.0, 0.0], [0.0, 0.0, 0.0], [0.0, 0.0, 0.1], [0.0, 0.0, 0.0], [0.1, 0.0, 0.0], [0.0, 0.0, 0.0], [0.0, 0.0, 0.0], [0.0, 0.0, 0.0], [-1.9, 0.9, -0.4], [0.0, 0.0, -0.1], [1.0, 0.3, 0.5], [-0.1, -0.1, -0.1], [-0.1, -0.1, 0.0], [0.6, 0.5, 0.1], [0.0, -0.6, 0.5], [0.0, 0.0, 0.0], [-0.2, 0.0, 0.0], [0.0, 0.0, 0.0], [-0.7, 0.2, -0.1], [0.0, -0.1, 0.2], [-0.1, 0.0, 0.1], [0.0, 0.0, 0.0], [0.0, 0.0, 0.0], [-0.1, -0.2, 0.0], [0.0, 0.0, 0.1], [0.0, -0.1, 0.0], [0.1, 0.0, 0.0], [0.0, -0.1, -0.3], [0.0, 0.1, 0.0], [0.0, 0.0, 0.0], [-0.1, 0.0, -0.4], [-0.4, -0.2, -0.4], [0.0, 0.0, 0.0]]
}